[1]
{"formula": "C6H15NO2", "method": "wB97M-V/def2-TZVPD", "smiles": "CC(C)ON.CCC=O", "fmax_ev_per_a": 3.2, "charge": 0, "gap_ev": 9.5, "symbols": ["C", "C", "C", "O", "N", "H", "H", "H", "H", "H", "H", "H", "H", "H", "C", "C", "C", "O", "H", "H", "H", "H", "H", "H"], "positions_angstrom": [[-1.29535, 0.12292, -1.75474], [0.08842, -0.46300, -1.64736], [0.18518, -1.87332, -1.25883], [0.91229, 0.43939, -0.45990], [1.08956, 1.82737, -0.57614], [-1.27499, 1.20732, -1.87049], [-1.88803, -0.12857, -0.87606], [-1.78625, -0.29687, -2.63594], [0.72245, -0.19607, -2.49635], [1.04962, -1.95092, -0.45156], [0.39084, -2.52616, -2.10374], [-0.66296, -2.22260, -0.67729], [0.17967, 2.27139, -0.70936], [1.65813, 1.98960, -1.40708], [-0.74497, 1.04711, 2.11231], [-0.11224, -0.33272, 1.97833], [1.26304, -0.35715, 1.33598], [1.78204, -1.44548, 1.00584], [-1.68851, 0.98819, 2.64745], [-0.07951, 1.73557, 2.63892], [-0.95546, 1.47572, 1.13047], [-0.76565, -1.01521, 1.43249], [0.02901, -0.77197, 2.97170], [1.90368, 0.47547, 1.67137]]}

---

[2]
{"formula": "C6H15NO2Rb", "method": "wB97M-V/def2-TZVPD", "fmax_ev_per_a": 4.2, "charge": 1, "gap_ev": 7.5, "symbols": ["Rb", "C", "O", "C", "C", "N", "C", "C", "O", "C", "H", "H", "H", "H", "H", "H", "H", "H", "H", "H", "H", "H", "H", "H", "H"], "positions_angstrom": [[3.32459, 1.24395, -3.24602], [-1.44922, 0.86535, -3.45644], [-0.68807, 0.23551, -2.52386], [-1.38248, -0.88579, -1.83964], [-0.37592, -1.56475, -0.80921], [0.35927, -0.66877, 0.04626], [-0.51178, -0.21653, 1.14561], [0.27029, 0.69963, 2.11307], [1.20017, -0.10124, 2.92116], [2.06316, 0.64034, 3.69703], [-1.36311, 0.13192, -4.25816], [-0.94271, 1.77529, -3.77824], [-2.49135, 1.10679, -3.24721], [-1.64981, -1.73886, -2.46329], [-2.26445, -0.50790, -1.32253], [0.28589, -2.04081, -1.53273], [-0.92462, -2.38840, -0.35244], [1.23806, -1.07605, 0.33253], [-0.97794, -0.99402, 1.75084], [-1.18762, 0.51183, 0.69750], [-0.30184, 1.21842, 2.88224], [0.76519, 1.43914, 1.48356], [2.69377, 1.37382, 3.19459], [2.77007, -0.12689, 4.01285], [1.54053, 1.06806, 4.55260]]}

---

[3]
{"formula": "C6H15NO2Rb", "method": "wB97M-V/def2-TZVPD", "fmax_ev_per_a": 2.2, "charge": 1, "gap_ev": 10.4, "symbols": ["Rb", "C", "O", "C", "C", "N", "C", "C", "O", "C", "H", "H", "H", "H", "H", "H", "H", "H", "H", "H", "H", "H", "H", "H", "H"], "positions_angstrom": [[-0.88013, 0.69721, -1.67536], [2.97202, 0.87635, -1.97599], [2.07348, -0.23514, -1.92944], [2.34446, -1.08950, -0.83574], [1.68907, -0.58707, 0.42507], [0.20993, -0.55975, 0.25493], [-0.43856, -0.02913, 1.45661], [-2.04747, -0.19478, 1.43795], [-2.52144, 0.45033, 0.22942], [-3.94318, 0.76729, 0.16659], [2.50360, 1.53634, -2.70611], [3.96268, 0.58526, -2.32519], [2.99038, 1.44694, -1.04744], [3.42246, -1.22473, -0.74785], [1.89318, -2.05524, -1.06332], [1.99962, 0.43219, 0.65474], [2.01809, -1.23970, 1.23373], [-0.08480, -1.52506, 0.29228], [-0.13559, 0.99996, 1.64967], [-0.13885, -0.62310, 2.32002], [-2.51569, 0.28724, 2.29617], [-2.28297, -1.25896, 1.42497], [-4.33420, 1.26643, 1.05318], [-4.52856, -0.14680, 0.06719], [-4.22750, 1.42343, -0.65606]]}

---

[4]
{"formula": "C6H15NOS3", "method": "wB97M-V/def2-TZVPD", "smiles": "CCN(CC)[C@@H](S)OSSC", "fmax_ev_per_a": 3.5, "charge": 0, "gap_ev": 9.3, "symbols": ["C", "C", "N", "C", "C", "C", "S", "O", "S", "S", "C", "H", "H", "H", "H", "H", "H", "H", "H", "H", "H", "H", "H", "H", "H", "H"], "positions_angstrom": [[-1.34876, 1.17525, -1.16193], [-0.69888, -0.17647, -1.13044], [0.08463, -0.40658, 0.16412], [-0.78066, -0.38242, 1.35130], [-2.04313, -1.11333, 1.24975], [0.95553, -1.45556, 0.09326], [0.24533, -3.01305, -0.69935], [2.07250, -1.14845, -0.71339], [3.51905, -1.06074, 0.11407], [3.53324, 0.86946, 0.72797], [3.86700, 1.85538, -0.87144], [-0.67227, 1.86938, -0.69289], [-1.56295, 1.36766, -2.17797], [-2.39382, 1.12230, -0.78271], [-1.35730, -1.02433, -1.47084], [0.00179, -0.30442, -1.90855], [-0.95234, 0.74482, 1.53757], [-0.10293, -0.75581, 2.08433], [-1.85579, -2.12424, 0.94622], [-2.53664, -1.04848, 2.19884], [-2.69336, -0.71289, 0.41011], [1.17345, -1.95445, 0.99833], [0.13909, -2.46027, -1.91246], [3.13796, 2.64319, -1.08779], [4.95752, 2.27721, -0.80536], [3.69056, 1.15533, -1.63136]]}

---

[5]
{"formula": "C6H15NP", "method": "wB97M-V/def2-TZVPD", "fmax_ev_per_a": 3.6, "charge": 1, "gap_ev": [7.7, 7.7], "symbols": ["C", "C", "C", "C", "C", "C", "N", "P", "H", "H", "H", "H", "H", "H", "H", "H", "H", "H", "H", "H", "H", "H", "H"], "positions_angstrom": [[0.42621, 2.70571, 0.23923], [0.85871, 1.53947, 0.72784], [2.49823, -0.82158, -0.31161], [-2.62136, 0.86571, -0.02610], [-1.84062, -1.95165, 0.64141], [0.33288, 0.26421, 0.36189], [1.32128, -0.88507, 0.60713], [-1.28284, -0.36664, 0.41988], [1.05585, 3.56352, 0.53571], [-0.67416, 2.85369, 0.13380], [1.93920, 1.55732, 0.97807], [3.03791, -1.73864, -0.37941], [2.30875, -0.63616, -1.34743], [3.23748, -0.03394, -0.12375], [-2.08967, 1.82088, -0.40751], [-3.45264, 1.01751, 0.69335], [-3.17132, 0.56263, -1.01421], [-1.13099, -2.62058, 1.16722], [-0.56716, -1.51186, -2.42701], [-2.76610, -2.53700, 0.29385], [-0.07735, -0.85794, -2.51466], [0.89838, -1.75223, 0.27297], [1.75934, -1.03735, 1.47936]]}

---

[6]
{"formula": "C6H15NS", "method": "wB97M-V/def2-TZVPD", "fmax_ev_per_a": 5.8, "spin_multiplicity": 2, "charge": -1, "gap_ev": [2.2, 7.8], "symbols": ["C", "C", "S", "C", "N", "C", "C", "C", "H", "H", "H", "H", "H", "H", "H", "H", "H", "H", "H", "H", "H", "H", "H"], "positions_angstrom": [[0.00234, -0.92868, 0.45271], [-1.03147, -1.42706, 1.43398], [-1.02182, -3.02313, 2.12152], [0.16605, 0.63942, 0.56596], [1.14069, 1.35832, -0.36028], [1.57099, 2.96969, -1.98558], [0.49896, 2.13173, -1.40254], [-0.03859, 1.35229, -2.60675], [0.94810, -1.52852, 0.31503], [-0.37499, -1.10730, -0.58883], [-2.01966, -1.34022, 1.05757], [-1.28387, -0.55597, 2.05747], [-2.23059, -3.53073, 1.56953], [-0.87685, 1.14294, 0.34017], [0.52912, 1.00234, 1.57575], [1.94839, 0.72882, -0.58616], [1.51860, 3.38543, -3.01487], [1.61697, 3.97977, -1.35387], [2.42336, 2.44554, -1.76485], [-0.24370, 2.74220, -0.88070], [-0.31552, 0.26265, -2.36560], [0.71808, 1.14209, -3.42274], [-1.00277, 1.66844, -3.10691]]}

---

Which energy above the lowest of the compared OMol25 structures with the same formula, charge and spin belongs to each record? In order, 4.712; 1.995; 0.683; 1.497; 4.796; 2.542 eV.